# 1
# C13H35FO14P3STl

A structure of composition C13H35FO14P3STl in a non-equilibrium geometry (the ωB97M-V functional and the def2-TZVPD basis, the OMol25 dataset).

```
68
Properties=species:S:1:pos:R:3:mulliken_charge:R:1
Tl 1.8304 -2.6391 -0.1516 1.26
F -0.2685 -1.2772 -0.5679 -0.39
C -1.2409 -0.8954 -5.1618 -0.49
C -0.9049 -1.9891 -6.2219 -0.65
C 0.0732 -2.9160 -5.5531 -0.68
S -0.5931 -3.1015 -3.9082 1.09
O 0.3895 -2.7640 -2.8970 -0.45
O -1.3375 -4.3287 -3.8721 -0.59
C -1.6730 -1.6158 -3.9225 -0.27
H -2.0047 -0.1768 -5.5011 0.36
H -0.3200 -0.3319 -4.9568 0.27
H -0.3891 -1.5912 -7.1054 0.34
H -1.7942 -2.5260 -6.5454 0.34
H 1.0841 -2.5151 -5.4900 0.39
H 0.1103 -3.9046 -6.0087 0.39
H -1.5749 -1.1048 -2.9655 0.00
H -2.6727 -2.0452 -4.0080 0.40
C 1.5154 -3.3651 5.5847 -0.68
O 0.1924 -2.8066 5.1327 -0.25
P -0.3063 -3.0200 3.6940 0.81
O 0.6601 -2.7303 2.5285 -0.31
O -1.5292 -2.0417 3.8079 -0.33
C -2.2778 -1.8264 2.4918 -0.57
O -0.8141 -4.4587 3.4186 -0.34
C -1.6483 -5.1402 4.4976 -0.68
H 2.1999 -3.4798 4.7363 0.35
H 1.3318 -4.3342 6.0588 0.30
H 1.8721 -2.6450 6.3178 0.22
H -2.5880 -2.7974 2.1186 0.33
H -1.5786 -1.2970 1.8016 0.14
H -3.1525 -1.2518 2.7247 0.31
H -0.9745 -5.7017 5.1349 0.29
H -2.2674 -5.8318 3.9399 0.27
H -2.2365 -4.4347 5.0778 0.35
C -2.3969 2.2172 -1.6327 -0.46
O -1.6140 3.0867 -2.5468 -0.23
P -0.8767 4.3569 -1.9300 0.97
O -1.3962 5.0181 -0.7165 -0.70
O 0.5272 3.6324 -1.5858 -0.10
C 1.5938 4.5223 -1.0739 -0.72
O -0.6546 5.2660 -3.2015 -0.35
C -0.2141 4.7292 -4.4434 -0.63
H -1.8164 1.3001 -1.4099 -0.02
H -3.2946 1.9528 -2.1921 0.29
H -2.6729 2.7627 -0.7454 0.39
H 2.1764 4.9007 -1.9190 0.31
H 2.2395 3.8890 -0.4548 0.09
H 1.2089 5.3421 -0.4644 0.40
H 0.5407 5.4072 -4.8756 0.28
H -1.0595 4.6817 -5.1397 0.28
H 0.2691 3.7671 -4.3218 0.28
C -0.2545 2.0323 1.0655 -0.06
O 0.2914 1.5326 2.3933 -0.46
P 1.7092 0.8811 2.3625 0.85
O 2.0189 -0.1670 1.2662 -0.33
O 2.5837 2.1725 2.1127 -0.32
C 4.1601 2.0552 2.0791 -0.68
O 1.7852 0.2408 3.7560 -0.05
C 1.4708 1.0671 4.9853 -0.65
H -0.5763 1.1223 0.5611 0.00
H 0.5434 2.5166 0.5004 0.02
H -1.0382 2.7413 1.3225 0.32
H 4.4745 1.1856 2.6565 0.36
H 4.4834 2.9841 2.5330 0.29
H 4.4317 2.0088 1.0347 0.27
H 0.5882 1.6828 4.8370 0.34
H 2.3498 1.6674 5.2071 0.30
H 1.3066 0.3288 5.7512 0.20
```

Values from the calculation:
E_HOMO (eV): -14.64
Total charge: +2
Gap between HOMO and LUMO (eV): 2.1267

---

# 2
# C8H9N2O

A structure of composition C8H9N2O in a non-equilibrium geometry (the ωB97M-V functional and the def2-TZVPD basis, the OMol25 dataset).

```
20
Properties=species:S:1:pos:R:3:mulliken_charge:R:1
C -3.1017 -0.7781 2.4316 -0.34
C -1.9117 0.0509 2.4672 -0.64
C -3.0600 -1.4560 1.2835 -0.35
C -1.2146 -0.1626 1.3483 0.13
C -0.0115 0.2894 0.5529 0.02
C -1.6393 -1.2875 -0.6299 0.57
C 2.0896 0.5019 -1.7227 -1.29
C 0.8284 -0.2466 -1.7778 -0.16
N -1.9015 -1.1315 0.6350 0.15
N 0.0411 -0.2406 -0.6093 -0.23
O -1.8279 -1.6748 -1.7105 -0.35
H -3.9324 -0.7010 3.1310 0.44
H -1.6845 0.8627 3.2204 0.39
H -3.6346 -2.2503 0.8490 0.45
H 0.6241 1.0934 0.9166 0.43
H 1.7944 1.4854 -1.3535 0.31
H 2.7741 0.0528 -0.9311 0.30
H 2.6195 0.6633 -2.6033 0.42
H 0.8946 -1.2983 -1.9006 0.35
H 0.2618 -0.0017 -2.6293 0.38
```

Values from the calculation:
E_HOMO (alpha / beta) (eV): -10.62 / -14.79
Spin multiplicity: 3
Energy relative to the best compared isomer or geometry (same formula, charge and spin) (eV): 0.562
Total charge: +1
Gap between HOMO and LUMO (alpha / beta) (eV): 7.2833 / 7.0483

---

# 3
# C26H18F5N6O4S2Tc

A structure of composition C26H18F5N6O4S2Tc (the ωB97M-V functional and the def2-TZVPD basis, the OMol25 dataset).

```
62
Properties=species:S:1:pos:R:3:mulliken_charge:R:1
Tc 0.4505 2.3775 0.7255 -0.15
O -0.4023 3.1078 -1.2198 -0.76
C -0.0658 2.0152 -1.7414 1.09
N 0.5579 1.1400 -0.9320 0.32
S 0.6958 -0.3805 -1.5990 0.78
O 2.0749 -0.7405 -1.6873 -0.68
O -0.2310 -1.2541 -0.9489 -0.17
C 0.0656 0.1650 -3.1649 0.25
C -0.0605 -0.5707 -4.3223 -0.78
C -0.5988 0.0802 -5.4288 -0.60
C -0.9903 1.4147 -5.3672 -0.57
C -0.8559 2.1447 -4.1932 -0.66
C -0.3198 1.4986 -3.0935 0.22
H 0.2426 -1.6076 -4.3721 0.54
H -0.7144 -0.4644 -6.3562 0.44
H -1.4013 1.8885 -6.2479 0.43
H -1.1498 3.1839 -4.1341 0.55
C -0.9467 0.3122 3.3939 -2.19
C -1.6049 0.4609 2.0688 1.14
N -1.3516 1.3743 1.1315 0.64
C -2.3119 1.2191 0.1413 -1.22
C -3.1129 0.1869 0.4690 -0.47
N -2.6606 -0.2796 1.6844 0.28
C -3.1333 -1.5340 2.2811 -1.39
N -2.8194 -2.6336 1.4327 0.66
N -3.7303 -2.9974 0.4804 -0.66
N -3.1875 -3.8072 -0.3320 -0.54
C -1.8673 -3.9938 0.0398 0.62
C -0.8632 -4.7696 -0.5449 -0.82
C 0.3784 -4.7295 0.0429 -0.59
C 0.6236 -3.9480 1.1914 -0.63
C -0.3591 -3.1877 1.7811 -0.62
C -1.6149 -3.2276 1.1714 1.08
H -0.4273 1.2301 3.6571 0.48
H -0.2164 -0.4959 3.4038 0.21
H -1.6944 0.1219 4.1634 0.62
H -2.3619 1.8699 -0.7114 0.76
H -3.9417 -0.2726 -0.0415 0.53
H -4.2145 -1.4900 2.3854 0.27
H -2.6728 -1.6596 3.2572 0.61
H -1.0665 -5.3699 -1.4208 0.47
H 1.1891 -5.3111 -0.3744 0.42
H 1.6165 -3.9510 1.6223 0.45
H -0.1572 -2.6042 2.6694 0.31
C -1.1862 4.2446 2.9745 -1.24
C -0.2346 3.7290 1.9826 0.94
O 0.7460 4.2548 1.4671 -0.36
H -0.6264 4.6724 3.8081 0.39
H -1.8644 3.4679 3.3128 0.28
H -1.7556 5.0499 2.5031 0.38
F 6.2604 0.4762 -1.5105 -0.29
C 5.2679 0.6610 -0.6575 0.72
C 5.1003 -0.2036 0.4151 0.30
F 5.9391 -1.2137 0.5807 -0.28
C 4.0503 -0.0197 1.2980 0.34
F 3.9006 -0.8764 2.3040 -0.38
C 3.1475 1.0225 1.1383 0.30
S 1.7658 1.2375 2.2112 -0.39
C 3.3600 1.8584 0.0645 0.38
F 2.4507 2.8816 -0.1383 -0.40
C 4.3830 1.7109 -0.8417 -0.05
F 4.5068 2.5356 -1.8724 -0.31
```

Values from the calculation:
E_HOMO (alpha / beta) (eV): -11.34 / -11.35
Spin multiplicity: 2
Energy relative to the best compared isomer or geometry (same formula, charge and spin) (eV): 0.000
Total charge: +1
Gap between HOMO and LUMO (alpha / beta) (eV): 7.5647 / 6.7827

---

# 4
# C2H2P2S2

The molecule C2H2P2S2 in a non-equilibrium geometry (the ωB97M-V functional and the def2-TZVPD basis, the OMol25 dataset).

```
8
Properties=species:S:1:pos:R:3:mulliken_charge:R:1
C -0.0267 0.8036 -0.4780 -0.31
C 0.7942 0.2879 0.4630 -0.07
P 0.1331 2.4947 -1.1958 0.04
P 1.8273 2.9833 0.0174 0.13
S 2.2462 1.1598 0.8720 -0.12
S -0.0551 3.7728 0.6099 -0.21
H -1.1097 0.4191 -0.6567 0.27
H 0.8647 -0.8027 0.8704 0.27
```

Values from the calculation:
E_HOMO (eV): -8.78
Energy relative to the best compared isomer or geometry (same formula, charge and spin) (eV): 0.101
SMILES: C1=CP2#S#P2S1
Gap between HOMO and LUMO (eV): 8.4930